C40H43N6O5PSe2W | ωB97M-V/def2-TZVPD

- Orbital gap (alpha / beta): 5.7 / 5.6 eV
- Relative energy (zero: lowest compared OMol25 entry of this formula, charge and spin): 70.1 kcal/mol
- Spin multiplicity: 3
- Total energy: -203161.6777 eV
- HOMO (alpha / beta): -0.23459 / -0.25406 Ha

Each line ends with the Mulliken charge.
Cartesian coordinates (Å):
W (0.401, -0.473, -0.505)  -0.974
C (1.270, 4.476, -1.251)  -0.810
O (0.083, 3.756, -1.534)  -0.550
C (-0.767, 3.606, -0.444)  -0.476
C (-1.479, 4.670, 0.097)  -0.486
C (-2.385, 4.443, 1.130)  -0.695
C (-2.564, 3.192, 1.664)  -1.298
C (-1.817, 2.094, 1.173)  1.291
C (-1.854, 0.806, 1.693)  -1.714
N (-0.978, -0.189, 1.296)  0.230
N (-1.437, -1.215, 0.502)  0.041
C (-0.589, -2.369, 0.774)  1.992
O (0.720, -1.897, 0.618)  0.691
C (-0.762, -2.967, 2.163)  -0.323
C (-1.956, -2.876, 2.859)  0.164
C (-2.075, -3.481, 4.098)  -1.060
C (-0.997, -4.160, 4.644)  -0.673
C (0.209, -4.217, 3.965)  -0.802
C (0.325, -3.626, 2.723)  -0.283
C (-0.940, 2.320, 0.062)  0.814
O (-0.285, 1.281, -0.465)  0.911
H (1.046, 5.398, -0.709)  0.477
H (1.722, 4.714, -2.214)  0.261
H (1.971, 3.865, -0.663)  0.111
H (-1.337, 5.666, -0.294)  0.552
H (-2.953, 5.277, 1.507)  0.417
H (-3.269, 3.030, 2.467)  0.451
H (-2.507, 0.553, 2.521)  0.395
H (-2.781, -2.328, 2.427)  0.489
H (-3.016, -3.423, 4.627)  0.446
H (-1.097, -4.635, 5.607)  0.422
H (1.061, -4.722, 4.398)  0.462
H (1.259, -3.664, 2.179)  0.359
N (0.756, 1.082, -2.786)  -0.225
C (-0.507, 1.148, -3.531)  0.986
C (-0.334, 0.910, -5.048)  -1.677
C (0.369, -0.404, -5.433)  0.162
C (-0.554, -1.534, -5.913)  -1.270
N (-1.647, -1.800, -5.005)  0.008
C (-1.725, -2.715, -4.050)  0.322
N (-0.861, -3.734, -3.980)  -0.374
N (-2.822, -2.690, -3.276)  -0.285
C (-1.549, 0.189, -2.917)  -0.278
O (-2.668, 0.114, -3.425)  -0.935
O (-1.180, -0.520, -1.918)  0.155
H (1.009, 2.025, -2.481)  0.096
H (1.501, 0.752, -3.402)  0.413
H (-0.941, 2.148, -3.397)  0.267
H (0.260, 1.744, -5.431)  0.468
H (-1.318, 0.963, -5.519)  0.558
H (0.955, -0.794, -4.601)  -0.172
H (1.068, -0.210, -6.247)  0.438
H (0.042, -2.438, -6.052)  0.415
H (-1.014, -1.272, -6.871)  0.328
H (-2.302, -1.026, -4.908)  0.398
H (0.097, -3.548, -4.258)  0.249
H (-0.929, -4.358, -3.190)  0.281
H (-3.288, -1.787, -3.193)  0.456
H (-2.874, -3.285, -2.462)  0.142
Se (2.460, 0.967, -0.069)  -0.612
P (3.127, -1.102, 0.604)  0.685
Se (1.344, -1.870, -2.230)  -0.547
C (2.979, -0.870, 2.429)  0.939
C (1.801, -0.346, 2.953)  0.087
C (1.593, -0.276, 4.316)  -0.512
C (2.560, -0.743, 5.189)  -0.699
C (3.729, -1.283, 4.679)  -0.758
C (3.942, -1.346, 3.313)  -0.766
C (4.951, -1.113, 0.476)  0.570
C (5.467, -2.406, 0.486)  -0.387
C (6.833, -2.616, 0.482)  -0.618
C (7.692, -1.529, 0.448)  -0.495
C (7.178, -0.242, 0.401)  -0.695
C (5.810, -0.028, 0.420)  -0.294
H (1.020, 0.019, 2.282)  -0.395
H (0.674, 0.147, 4.692)  0.477
H (2.400, -0.688, 6.255)  0.388
H (4.488, -1.661, 5.347)  0.427
H (4.868, -1.758, 2.937)  0.336
H (4.782, -3.245, 0.493)  0.385
H (7.227, -3.622, 0.497)  0.406
H (8.762, -1.686, 0.451)  0.372
H (7.855, 0.598, 0.348)  0.386
H (5.398, 0.971, 0.381)  0.351
C (-0.871, -3.433, -0.331)  0.283
C (-2.028, -4.356, -0.095)  0.404
C (-1.837, -5.733, -0.138)  -0.158
C (-2.907, -6.602, -0.010)  -0.790
C (-4.183, -6.105, 0.189)  -0.567
C (-4.384, -4.736, 0.253)  -1.052
C (-3.319, -3.867, 0.086)  0.037
H (-1.059, -2.849, -1.247)  -1.319
H (0.054, -4.006, -0.460)  0.217
H (-0.841, -6.128, -0.281)  0.431
H (-2.748, -7.669, -0.078)  0.438
H (-5.019, -6.783, 0.283)  0.412
H (-5.377, -4.347, 0.429)  0.451
H (-3.477, -2.798, 0.100)  0.424

C4H14NOS2 | ωB97M-V/def2-TZVPD

- Total charge: +1
- Orbital gap: 4.5 eV
- Relative energy (zero: lowest compared OMol25 entry of this formula, charge and spin): 204.5 kcal/mol
- Spin multiplicity: 1
- Total energy: -29568.5056 eV
- HOMO: -0.49526 Ha

Each line ends with the Mulliken charge.
Cartesian coordinates (Å):
N (1.423, 0.947, 1.837)  -0.568
C (1.540, 1.682, 0.577)  0.381
C (0.173, 1.923, 0.037)  -1.022
C (2.251, 0.892, -0.596)  -0.783
S (1.451, -0.668, -0.963)  0.065
S (-2.172, -0.143, -0.301)  0.209
C (-3.460, -1.136, -1.108)  -0.763
H (1.328, -0.035, 1.571)  0.228
H (-0.132, 0.547, -1.494)  1.014
H (2.279, 0.966, 2.384)  0.300
H (2.048, 2.623, 0.783)  0.440
H (-0.593, 1.633, 0.747)  0.533
H (0.073, 2.891, -0.444)  0.337
H (0.006, 1.105, -0.767)  -1.191
H (3.304, 0.718, -0.331)  0.433
H (2.314, 1.373, -1.573)  0.386
H (-3.085, -1.818, -1.869)  0.333
H (-3.823, -1.792, -0.304)  0.338
H (-4.329, -0.537, -1.363)  0.334
H (-1.212, -1.786, 0.966)  0.291
H (0.263, -2.159, 0.783)  0.283
O (-0.410, -2.030, 1.454)  -0.579

C34H24MnN7O9S | ωB97M-V/def2-TZVPD

- Total charge: +1
- Orbital gap (alpha / beta): 6.1 / 4.2 eV
- Spin multiplicity: 4
- Total energy: -106645.3336 eV
- HOMO (alpha / beta): -0.40403 / -0.40429 Ha

Each line ends with the Mulliken charge.
Cartesian coordinates (Å):
Mn (0.325, 0.997, 0.865)  1.239
C (-5.137, -0.591, 2.561)  -0.555
C (-4.268, -0.948, 1.507)  -0.778
C (-2.913, -0.624, 1.618)  -0.006
C (-2.475, 0.126, 2.711)  -0.012
C (-3.332, 0.440, 3.775)  -0.479
C (-4.672, 0.141, 3.644)  -0.494
N (-1.197, 0.801, 2.666)  0.853
N (-0.942, 1.490, 3.739)  -0.875
C (0.297, 2.076, 3.697)  0.182
C (0.752, 2.716, 4.932)  -0.575
C (1.993, 3.307, 4.882)  -0.320
C (2.810, 3.084, 3.750)  -0.898
C (2.303, 2.341, 2.688)  -0.166
N (1.028, 1.993, 2.599)  0.621
H (-6.175, -0.736, 2.439)  0.431
H (-4.619, -1.304, 0.551)  0.415
H (-2.247, -0.895, 0.832)  0.577
H (-2.994, 1.082, 4.614)  0.366
H (-5.420, 0.463, 4.353)  0.393
H (0.083, 2.749, 5.813)  0.479
H (2.225, 4.041, 5.656)  0.414
H (3.903, 3.374, 3.710)  0.372
H (2.962, 1.930, 1.897)  0.292
O (-2.192, 4.002, -0.473)  -0.734
C (-1.559, 2.937, -0.587)  -0.158
O (-0.605, 2.592, 0.177)  -0.506
C (-1.892, 1.911, -1.656)  0.537
C (-2.993, 2.201, -2.477)  -0.568
C (-3.422, 1.330, -3.474)  -0.436
C (-2.516, 0.341, -3.860)  -0.337
C (-1.504, 0.045, -3.006)  -0.505
C (-1.190, 0.679, -1.753)  0.239
O (-0.464, 0.115, -0.844)  0.605
N (-0.427, -0.858, -3.539)  1.024
O (-0.864, -1.827, -4.195)  -0.596
O (0.770, -0.513, -3.447)  -0.562
N (-4.689, 1.342, -4.047)  0.927
O (-5.518, 2.125, -3.519)  -0.558
O (-4.888, 0.537, -5.043)  -0.571
H (-3.465, 3.221, -2.367)  0.457
H (-2.578, -0.380, -4.646)  0.672
C (-1.029, -5.680, -2.449)  -1.356
C (-0.417, -4.721, -1.487)  0.602
C (0.367, -3.644, -2.031)  -1.111
C (0.987, -2.726, -1.157)  -0.113
C (0.858, -2.972, 0.226)  0.873
C (0.257, -4.025, 0.775)  -0.896
C (-0.374, -4.914, -0.121)  -0.802
S (1.468, -1.888, 1.479)  0.772
O (0.331, -1.538, 2.343)  -0.548
O (2.607, -2.551, 2.068)  -0.731
N (1.857, -0.449, 0.827)  0.388
C (2.972, -0.187, 0.111)  -0.001
C (4.014, -1.083, -0.009)  -0.425
C (5.073, -0.890, -0.904)  -0.877
C (5.219, 0.347, -1.536)  -0.553
C (4.231, 1.353, -1.336)  0.897
C (4.449, 2.721, -1.752)  -0.774
C (3.433, 3.619, -1.545)  -0.876
C (2.210, 3.170, -0.973)  -0.399
N (2.086, 1.925, -0.481)  0.532
C (3.110, 1.032, -0.580)  0.051
H (-1.621, -6.412, -1.872)  0.354
H (-0.047, -6.231, -2.805)  0.309
H (-1.532, -5.197, -3.279)  0.327
H (0.423, -3.457, -3.062)  0.763
H (1.402, -1.807, -1.546)  0.348
H (0.158, -4.143, 1.862)  0.462
H (-0.827, -5.814, 0.234)  0.403
H (4.001, -1.945, 0.694)  0.665
H (5.734, -1.714, -1.129)  0.486
H (6.038, 0.513, -2.283)  0.383
H (5.360, 3.025, -2.304)  0.428
H (3.615, 4.642, -1.769)  0.503
H (1.294, 3.786, -0.949)  0.509

C13H20N4O2 | ωB97M-V/def2-TZVPD

- Orbital gap: 9.8 eV
- Relative energy (zero: lowest compared OMol25 entry of this formula, charge and spin): 0.0 kcal/mol
- Spin multiplicity: 1
- Total energy: -23861.8498 eV
- HOMO: -0.32974 Ha

Each line ends with the Mulliken charge.
Cartesian coordinates (Å):
C (-4.077, -2.866, 0.256)  -0.700
H (-4.825, -2.335, -0.336)  0.305
H (-4.166, -2.543, 1.295)  0.305
H (-4.216, -3.942, 0.175)  0.252
O (-2.774, -2.609, -0.239)  -0.412
C (-2.386, -1.343, -0.237)  0.697
N (-1.168, -1.118, -0.698)  -0.632
C (-0.790, 0.162, -0.687)  0.500
N (0.418, 0.436, -1.200)  -0.119
H (0.993, -0.377, -1.367)  0.317
C (1.083, 1.698, -1.005)  -0.848
H (0.315, 2.473, -0.998)  0.379
H (1.759, 1.863, -1.848)  0.430
C (1.867, 1.731, 0.321)  -1.160
C (2.879, 0.619, 0.373)  0.703
C (2.594, -0.546, 0.940)  -0.312
C (3.517, -1.724, 0.964)  -0.780
C (4.654, -1.565, -0.040)  -0.709
C (5.242, -0.163, 0.074)  -0.828
C (4.191, 0.871, -0.318)  -0.611
H (4.545, 1.876, -0.072)  0.311
H (4.037, 0.842, -1.402)  0.306
H (6.120, -0.063, -0.567)  0.360
H (5.555, 0.011, 1.106)  0.329
H (5.423, -2.318, 0.142)  0.316
H (4.272, -1.713, -1.053)  0.297
H (2.947, -2.633, 0.753)  0.358
H (3.926, -1.832, 1.975)  0.329
H (1.641, -0.687, 1.434)  0.336
H (1.152, 1.623, 1.138)  0.359
H (2.357, 2.702, 0.412)  0.468
N (-1.547, 1.174, -0.245)  -0.339
C (-2.743, 0.822, 0.192)  0.558
N (-3.221, -0.417, 0.222)  -0.496
O (-3.564, 1.754, 0.653)  -0.397
C (-3.077, 3.083, 0.631)  -0.688
H (-3.874, 3.697, 1.043)  0.224
H (-2.846, 3.392, -0.391)  0.309
H (-2.173, 3.173, 1.237)  0.284